1.
Entry from the OMol25 dataset: one molecule with the formula C24H25ClN2O4S at a distorted geometry (ωB97M-V with the def2-TZVPD basis set).

Geometry (Å):
C  -1.799792  -3.667787  -1.866350
C  -0.639235  -4.013766  -0.936256
N  -0.042756  -2.887901  -0.255292
C  0.634681  -1.866843  -0.965644
C  2.021885  -1.828698  -0.911655
C  2.716549  -0.825421  -1.562779
C  2.030374  0.147679  -2.269554
C  0.647692  0.113845  -2.324152
C  -0.054113  -0.887359  -1.672763
S  -0.490247  -2.525734  1.294216
O  0.574582  -1.762274  1.877351
O  -0.905645  -3.740131  1.927934
C  -1.908258  -1.449528  1.086472
C  -3.183076  -1.983284  1.053254
C  -4.253167  -1.157909  0.759848
C  -4.034604  0.188943  0.486483
Cl  -5.376373  1.172608  0.067036
C  -2.746986  0.731514  0.525100
C  -2.505420  2.196591  0.272501
O  -3.209944  3.069640  0.729625
N  -1.450425  2.429653  -0.540011
C  -0.950066  3.767531  -0.768955
C  -0.020711  4.233133  0.367146
C  1.034939  3.198919  0.635797
C  2.188124  3.123984  -0.137552
C  3.113579  2.124115  0.070675
C  2.902548  1.153554  1.052422
O  3.860795  0.197707  1.161878
C  3.699537  -0.800034  2.149117
C  1.758140  1.226635  1.838427
C  0.843829  2.244038  1.623906
C  -1.684675  -0.110626  0.841361
H  -1.453581  -3.077089  -2.711163
H  -2.569335  -3.111449  -1.335493
H  -2.236938  -4.587017  -2.247641
H  -0.977625  -4.675642  -0.137316
H  0.145826  -4.524698  -1.504726
H  2.541008  -2.589759  -0.351153
H  3.793609  -0.799067  -1.510932
H  2.570189  0.931356  -2.778208
H  0.109931  0.866022  -2.884291
H  -1.133066  -0.908079  -1.715521
H  -3.318337  -3.031234  1.270211
H  -5.258893  -1.545859  0.731062
H  -0.829475  1.668578  -0.768264
H  -1.811919  4.435463  -0.832322
H  -0.415455  3.768043  -1.721085
H  -0.623683  4.388653  1.262464
H  0.429639  5.184001  0.079455
H  2.364815  3.863224  -0.905987
H  4.016052  2.070116  -0.517640
H  4.525611  -1.493714  2.000111
H  2.746877  -1.324957  2.041002
H  3.766117  -0.370968  3.153957
H  1.559516  0.490166  2.599097
H  -0.037556  2.297861  2.248528
H  -0.675075  0.263232  0.926282

Cartesian forces, eV/Å:
C 0.248 -0.033 0.122
C -0.432 -0.499 -0.212
N -0.028 0.242 1.011
C 0.373 0.402 -0.227
C -0.065 0.026 -0.108
C 0.045 -0.064 -0.095
C -0.005 -0.036 -0.036
C -0.042 0.055 -0.077
C -0.022 -0.095 -0.082
S -0.037 0.021 -0.122
O -0.242 0.196 -0.177
O -0.314 -0.014 -0.182
C 0.488 -0.408 0.166
C 0.000 -0.031 0.088
C 0.070 0.126 -0.050
C 0.330 -0.097 0.067
Cl -0.335 -0.018 -0.084
C -0.157 -0.146 0.199
C 0.097 -0.281 -0.203
O -0.034 0.230 0.219
N 0.205 -0.001 -0.245
C -0.084 0.271 0.206
C -0.070 -0.179 -0.189
C -0.109 0.169 0.149
C -0.001 -0.076 0.122
C 0.091 -0.161 0.143
C -0.043 0.213 -0.042
O 0.061 0.232 -0.231
C -0.075 -0.181 0.168
C 0.235 -0.280 0.033
C 0.090 0.202 -0.125
C -0.117 0.161 0.085
H -0.046 0.051 -0.092
H -0.090 0.039 -0.021
H -0.070 -0.072 -0.075
H 0.067 -0.145 -0.234
H -0.038 0.024 0.151
H 0.060 -0.090 0.099
H 0.101 0.012 0.036
H 0.058 0.077 -0.035
H -0.053 0.066 -0.064
H -0.080 -0.030 -0.002
H -0.114 -0.121 0.012
H -0.088 -0.025 -0.007
H -0.099 -0.053 0.029
H 0.105 -0.047 -0.121
H -0.045 0.025 0.026
H -0.004 0.072 -0.005
H -0.019 0.066 0.049
H 0.038 0.097 -0.100
H 0.129 -0.021 -0.084
H -0.048 0.016 0.059
H 0.132 0.044 0.003
H -0.009 -0.011 -0.019
H 0.014 -0.084 0.084
H -0.101 0.010 0.070
H 0.081 0.149 -0.051

SMILES string: CCN(c1ccccc1)S(=O)(=O)c1ccc(Cl)c(C(=O)NCCc2ccc(OC)cc2)c1
Relative energy (zero: lowest compared OMol25 entry of this formula, charge and spin): 38.7 kJ/mol
Spin multiplicity: 1
Orbital gap: 0.317 hartree
HOMO: -8.4 eV



2.
Entry from the OMol25 dataset: a 2-piece molecular cluster, C24H25ClN4O5S overall at a distorted geometry (ωB97M-V with the def2-TZVPD basis set).

Geometry (Å):
O  -3.816163  1.435420  0.095791
C  -4.160391  1.164462  -1.049712
C  -5.498316  1.534376  -1.508641
C  -6.500456  2.214757  -0.591714
C  -7.188918  1.241420  0.342949
C  -7.404217  1.597520  1.683408
C  -8.072015  0.731646  2.556519
C  -8.529157  -0.507289  2.099581
C  -8.322420  -0.875137  0.767197
C  -7.663878  -0.002937  -0.107147
C  -5.793090  1.262911  -2.821781
O  -6.975718  1.558512  -3.395550
N  -4.924613  0.646739  -3.687354
C  -3.738062  0.316132  -3.234738
S  -2.547293  -0.480655  -4.251346
C  -1.423218  -0.466141  -2.905878
C  -0.118236  -0.965514  -2.924613
C  0.672813  -0.882003  -1.774844
Cl  2.299486  -1.516119  -1.790002
C  0.151179  -0.286592  -0.618242
C  -1.161716  0.214111  -0.602567
C  -1.960876  0.118585  -1.755938
N  -3.289332  0.552678  -1.941134
H  -7.269138  2.726836  -1.179029
H  -5.982212  2.985399  -0.011405
H  -7.048990  2.554486  2.052797
H  -8.230635  1.022435  3.590401
H  -9.045086  -1.180732  2.777500
H  -8.678250  -1.835827  0.407854
H  -7.528299  -0.298345  -1.142554
H  -6.886654  1.262979  -4.315134
H  0.285202  -1.416352  -3.825844
H  0.776229  -0.208980  0.268205
H  -1.539045  0.676973  0.304468
C  5.244991  -1.913994  3.511011
N  4.234952  -1.151624  2.774842
C  4.336454  -0.298417  1.742543
O  3.314790  0.311719  1.461683
C  5.649456  -0.039397  0.951062
N  6.734787  -1.011878  1.207772
C  8.029150  -0.692891  1.214754
C  9.012390  -1.822244  1.412181
O  8.426353  0.453242  1.046253
C  5.421818  0.079357  -0.580272
C  4.605742  1.280323  -1.064674
O  6.658490  0.198586  -1.254205
H  6.098121  -1.278169  3.757791
H  4.812673  -2.279655  4.444485
H  5.572943  -2.773902  2.925374
H  3.298374  -1.186385  3.150063
H  5.990183  0.937863  1.294250
H  6.484853  -1.982220  1.302457
H  8.997181  -2.463728  0.532014
H  8.745722  -2.393485  2.299083
H  10.010207  -1.401676  1.534151
H  4.939060  -0.831796  -0.932870
H  4.667544  1.350394  -2.151232
H  4.992651  2.198642  -0.623211
H  3.555521  1.166063  -0.804353
H  7.277080  0.649516  -0.662457

Cartesian forces, eV/Å:
O 0.503 -0.424 -0.334
C -1.283 1.433 2.112
C -0.098 -0.187 -1.360
C 0.528 -0.271 -0.019
C -0.298 -0.279 0.532
C -0.202 -0.524 -0.147
C 0.080 -0.106 -0.473
C 0.159 0.216 -0.179
C 0.165 0.496 0.107
C -0.055 0.155 0.527
C 0.603 -0.272 0.242
O 0.215 -0.008 0.189
N 1.273 -0.385 0.421
C -1.263 0.451 -0.180
S -0.247 0.299 0.608
C 0.501 -0.110 0.240
C 0.156 -0.029 0.113
C -0.850 0.307 -0.062
Cl -0.443 0.130 -0.031
C -0.294 -0.001 -0.314
C 0.232 -0.123 -0.141
C 0.844 -0.062 0.787
N -0.155 -0.620 -2.035
H 0.209 -0.122 -0.161
H -0.047 -0.189 0.009
H 0.025 -0.069 -0.083
H 0.025 -0.030 -0.112
H 0.071 0.073 -0.081
H 0.038 0.111 0.022
H 0.057 0.071 0.052
H -0.131 0.073 0.089
H -0.058 0.052 0.109
H -0.123 0.032 -0.140
H -0.082 -0.093 -0.289
C -0.024 0.324 -0.228
N 0.728 -1.110 1.020
C -0.476 0.514 -0.411
O 0.306 0.303 -0.718
C 0.063 -0.331 0.034
N -1.745 -0.107 0.192
C 1.279 0.603 -0.153
C -0.142 0.124 0.099
O -0.219 0.160 -0.040
C -0.409 0.770 -0.574
C -0.668 -0.345 0.551
O 0.582 -0.558 0.291
H -0.039 -0.209 -0.006
H -0.051 0.090 -0.194
H 0.110 -0.110 0.231
H 0.059 0.160 -0.150
H 0.201 0.036 0.122
H 0.051 0.079 -0.180
H 0.008 -0.127 0.039
H 0.045 -0.229 0.005
H -0.172 -0.030 -0.028
H 0.073 -0.215 -0.031
H 0.230 -0.111 0.090
H -0.002 0.072 -0.009
H -0.012 0.182 0.137
H 0.168 0.074 -0.108

SMILES string: O=c1c(Cc2ccccc2)c(O)nc2sc3cc(Cl)ccc3n12.CNC(=O)[C@@H](NC(C)=O)[C@@H](C)O
Spin multiplicity: 1
Orbital gap: 0.321 hartree
HOMO: -8.4 eV



3.
Entry from the OMol25 dataset: C24H25CoN2O2P as an isolated structure at a distorted geometry (ωB97M-V with the def2-TZVPD basis set).

Geometry (Å):
Co  1.524425  0.020138  0.124327
O  4.801335  0.439488  -0.113498
N  3.498310  0.704876  -0.058605
C  3.158747  1.945144  -0.071350
C  0.386428  2.860270  -0.644633
C  0.721777  3.884823  -1.538492
C  -0.022299  4.038658  -2.694226
C  -1.061972  3.162190  -2.974142
C  -1.348557  2.098472  -2.120623
C  -0.642837  1.927602  -0.945761
P  -0.684902  0.416089  0.061663
C  -1.878109  -0.673277  -0.733981
C  -1.434198  -1.760926  -1.479308
C  -2.347787  -2.591616  -2.107869
C  -3.706206  -2.335907  -1.985728
C  -4.151944  -1.254350  -1.236034
C  -3.244798  -0.420537  -0.602561
C  -1.293563  0.898497  1.684187
C  -0.979397  0.081993  2.770791
C  -1.463589  0.393253  4.030168
C  -2.258183  1.518791  4.204509
C  -2.569847  2.333591  3.124018
C  -2.090136  2.026750  1.859866
H  4.905756  -0.523305  -0.120464
H  3.860874  2.773170  -0.146989
H  1.524020  4.573707  -1.302403
H  0.210334  4.844380  -3.376674
H  -1.640329  3.282194  -3.879820
H  -2.115283  1.387189  -2.399608
H  -0.373585  -1.954062  -1.567294
H  -2.003472  -3.437424  -2.687143
H  -4.421467  -2.985466  -2.471586
H  -5.212321  -1.065485  -1.137645
H  -3.597193  0.407864  -0.000540
H  -0.372239  -0.806828  2.630817
H  -1.226174  -0.240549  4.873463
H  -2.636858  1.761788  5.187817
H  -3.188288  3.209226  3.266304
H  -2.329809  2.668940  1.020375
N  0.957544  2.890137  0.734716
C  1.729068  1.911046  0.186711
H  1.441823  3.777876  0.882468
C  2.931208  -3.716863  0.984772
C  2.898880  -3.928317  -0.533518
C  2.298940  -2.632924  -1.080842
O  1.716669  -1.940032  0.064094
C  1.729995  -2.826779  1.218952
H  3.846514  -3.214291  1.300916
H  2.857218  -4.652699  1.533360
H  2.266535  -4.776408  -0.789978
H  3.887014  -4.118519  -0.945567
H  1.511954  -2.817211  -1.810717
H  3.041326  -1.966484  -1.526436
H  0.794187  -3.389998  1.226209
H  1.794473  -2.207862  2.113539

Cartesian forces, eV/Å:
Co -0.220 0.064 -0.293
O 0.141 0.069 -0.156
N -0.080 -0.070 0.113
C 0.467 0.224 0.039
C -0.856 0.510 -0.378
C 0.012 -0.311 0.346
C -0.174 0.007 -0.252
C 0.201 0.259 -0.036
C 0.018 -0.235 0.235
C 0.263 0.251 -0.235
P -0.140 -0.138 0.142
C 0.100 0.062 0.235
C 0.057 0.044 -0.055
C -0.029 -0.012 -0.011
C 0.043 -0.007 -0.007
C -0.070 0.054 0.035
C 0.029 -0.098 -0.012
C -0.060 -0.086 -0.065
C -0.014 0.030 -0.067
C -0.002 -0.002 0.016
C 0.001 0.004 -0.015
C -0.006 0.011 -0.007
C 0.027 -0.012 0.051
H -0.047 -0.013 0.047
H 0.025 -0.022 -0.011
H -0.006 0.026 0.020
H -0.011 -0.004 -0.004
H 0.011 0.025 -0.021
H 0.004 -0.026 0.043
H -0.001 -0.010 -0.001
H -0.004 -0.005 -0.006
H -0.010 0.002 0.001
H -0.001 0.000 0.000
H -0.016 0.006 0.008
H -0.003 -0.004 0.009
H -0.002 0.000 0.008
H -0.003 0.004 0.007
H -0.004 0.003 0.005
H -0.014 0.005 -0.004
N 0.400 -0.088 -0.574
C -0.050 -0.470 0.798
H -0.030 0.000 0.055
C -0.034 0.023 -0.036
C -0.001 0.013 0.040
C 0.090 -0.042 -0.077
O 0.079 -0.030 -0.065
C -0.076 -0.088 0.122
H 0.006 0.019 -0.010
H 0.002 -0.001 0.017
H -0.023 0.010 0.018
H -0.006 -0.009 -0.014
H 0.028 0.035 -0.017
H -0.015 -0.002 0.027
H 0.009 0.029 0.010
H -0.005 -0.002 -0.020

Total charge: +2
Relative energy (zero: lowest compared OMol25 entry of this formula, charge and spin): 213.8 kJ/mol
Spin multiplicity: 2
Orbital gap (spin up / spin down): 0.253 / 0.255 hartree
HOMO (spin up / spin down): -14.7 / -14.7 eV



4.
Entry from the OMol25 dataset: C24H25F2NO12Sr as an isolated structure at a distorted geometry (ωB97M-V with the def2-TZVPD basis set).

Geometry (Å):
Sr  0.192739  -0.147189  0.919145
C  1.980059  -3.687089  5.434035
C  1.767849  -4.875529  4.788925
C  1.533609  -5.048449  3.297575
O  1.591559  -6.245459  2.662035
C  1.055599  -4.041029  2.526555
C  0.876399  -2.682299  3.224515
C  1.677069  -2.480739  4.640105
O  1.693959  -1.284709  4.916385
O  0.189139  -1.815789  2.715505
O  1.807929  -5.932739  5.529315
H  2.371059  -3.775709  6.436865
H  0.907189  -4.003279  1.457465
C  -1.709821  5.126621  0.704835
C  -2.537761  5.449381  -0.311685
C  -2.961501  4.469111  -1.435775
O  -3.778751  4.836291  -2.306765
C  -2.394131  3.313771  -1.590935
C  -1.522211  2.763291  -0.515905
C  -1.090981  3.801471  0.651175
O  -0.153301  3.567521  1.419125
O  -1.089581  1.565021  -0.441935
O  -2.845631  6.653001  -0.213015
H  -1.386301  5.873191  1.415025
H  -2.496231  2.675261  -2.455975
F  2.114649  1.380841  -0.079785
F  1.102509  1.043011  2.951795
C  2.597879  -1.763149  -1.120755
O  1.348919  -1.982199  -0.545525
C  0.354889  -2.716719  -1.297885
C  -1.014641  -2.917329  -0.605705
N  -1.498251  -1.549879  -0.293245
C  -2.599221  -1.773039  0.756885
C  -3.026541  -0.546769  1.407295
O  -2.075651  0.159591  2.258315
C  -2.668781  1.081171  3.047085
H  3.065879  -2.746969  -1.086675
H  2.770639  -1.014199  -0.347885
H  2.725489  -1.362279  -2.126305
H  0.705339  -3.694489  -1.628415
H  0.157069  -2.133179  -2.197025
H  -0.767311  -3.564489  0.235795
H  -1.560571  -3.503469  -1.344965
H  -1.940731  -1.105729  -1.085095
H  -2.343131  -2.403049  1.608705
H  -3.447161  -2.173209  0.201035
H  -3.802031  -0.957949  2.053545
H  -3.356611  0.077451  0.576935
H  -2.050371  1.978291  3.018085
H  -2.678891  0.654011  4.049845
H  -3.631251  1.447311  2.689745
C  2.214529  3.149651  -3.794995
C  1.221919  2.485221  -3.054915
C  0.898789  1.199321  -3.315405
C  1.539489  0.470281  -4.310005
C  2.645069  1.046971  -4.906465
C  3.016519  2.364931  -4.646825
O  4.182349  2.809601  -5.190935
O  0.047629  0.581921  -2.525985
H  2.522969  4.142901  -3.503955
H  0.698479  3.050481  -2.298015
H  1.398559  -0.597949  -4.383635
H  3.382099  0.479911  -5.455685
H  4.153969  3.733541  -5.450025
H  -0.082461  1.095681  -1.725525

Cartesian forces, eV/Å:
Sr 2.886 3.476 2.281
C -0.240 2.738 -2.507
C 0.397 -3.388 2.063
C -0.774 -4.539 -3.300
O 0.649 2.432 2.636
C -0.145 5.080 2.167
C 1.486 -4.424 -0.778
C -1.760 0.582 0.154
O 0.892 -0.738 0.929
O -0.331 0.600 0.150
O -0.073 0.350 -1.348
H -0.129 0.590 0.120
H -0.101 -0.618 -0.037
C 1.293 -4.995 -0.257
C -0.010 1.388 1.199
C -2.399 5.293 -0.674
O -0.971 1.099 -0.124
C 5.575 -7.149 2.813
C -0.927 1.001 -0.447
C 0.828 1.667 1.068
O -0.698 -1.272 -0.832
O -0.728 1.332 -0.226
O -2.453 2.131 -2.435
H 0.089 -0.199 0.000
H -0.486 0.031 -0.148
F -0.575 -1.140 -0.634
F -0.654 -0.525 -0.773
C 0.141 -0.178 1.159
O -4.116 -1.466 -0.721
C 0.218 0.500 -0.626
C 2.904 1.119 -0.979
N -1.916 -2.997 2.194
C 1.909 -0.221 -1.068
C -0.305 1.670 0.877
O -0.108 -3.118 -3.571
C 0.070 1.998 1.253
H 0.983 0.165 0.227
H 2.460 0.371 -0.587
H -0.871 0.329 -0.151
H 0.505 -0.265 0.172
H 0.069 0.164 -0.339
H -0.748 0.519 0.594
H -0.672 0.065 0.022
H 0.120 0.080 -0.319
H 0.902 -0.752 -0.716
H -0.388 -0.223 0.354
H -0.786 0.808 0.128
H -0.540 0.906 0.503
H 0.323 0.003 0.383
H -0.489 0.404 0.389
H -0.442 -0.422 0.001
C 0.545 -1.632 0.341
C 0.885 2.971 -0.846
C 0.159 -1.308 -0.335
C 0.882 0.139 0.389
C 0.707 0.628 -0.136
C -2.005 0.187 0.684
O 1.414 0.272 -0.816
O -0.804 -1.789 -0.577
H -0.056 0.197 -0.101
H -0.044 -0.169 0.228
H -0.327 -0.052 -0.082
H -0.197 -0.306 -0.389
H -0.344 -0.001 0.283
H -0.681 0.598 1.117

Total charge: -4
Spin multiplicity: 1
Orbital gap: 0.141 hartree
HOMO: 3.0 eV



no.,calculated total energy (eV)
1,-59822.053
2,-64851.148
3,-79266.076
4,-57614.405